Below is 2 unconnected molecules or ions with the total composition H2O4P2 at a distorted geometry, with properties calculated with ωB97M-V with the def2-TZVPD basis set.

Output
Energy relative to the best compared isomer or geometry (same formula, charge and spin)   136.3 kJ/mol
Multiplicity   1
Total charge   -2
LUMO   7.33 eV

Atoms and positions in Å:
O -0.904065 -1.687490 -1.151868
O -1.238547 1.581836 1.046708
O -0.138483 -1.896022 1.206716
O -0.386821 1.868666 -1.236061
P -0.135784 -1.093012 -0.052925
P -0.245821 1.132601 0.059923
H 2.043181 -0.938822 -0.360449
H 1.006337 1.032242 0.487956

Cartesian forces (eV/Å) of the 3 atoms listed first:
-0.5491 -0.3487 -1.8717
-0.9834 0.0599 2.1900
0.3336 0.5826 0.6233

Results of the Löwdin charge analysis, in e, for atoms 1 through 4: -0.510, -0.496, -0.547, -0.510

***

Below is 2 unconnected molecules or ions with the total composition H2O4S at a distorted geometry, with properties calculated with ωB97M-V with the def2-TZVPD basis set.

Output
Energy relative to the best compared isomer or geometry (same formula, charge and spin)   23.5 kJ/mol
Multiplicity   1
Total charge   0
LUMO   -1.28 eV

Atoms and positions in Å:
O -1.748692 1.290708 -0.075682
O -1.710553 -1.154846 -0.258133
O 0.694562 -0.218735 0.230183
O 2.131905 -0.397453 -0.087179
S -1.954940 0.043402 0.555163
H 2.378512 0.497502 0.247889
H 0.209207 -0.060576 -0.612241

Cartesian forces (eV/Å) of the 3 atoms listed first:
0.1201 1.2457 -0.4723
-0.7342 1.8610 1.3553
0.7575 -0.3333 -0.2997

Results of the Löwdin charge analysis, in e, for atoms 1 through 4: -0.407, -0.422, -0.187, -0.051

***

Below is H2O4S3 in the gas phase at a distorted geometry, with properties calculated with ωB97M-V with the def2-TZVPD basis set.

Output
Energy relative to the best compared isomer or geometry (same formula, charge and spin)   156.8 kJ/mol
SMILES   O=[S@@H]1=[S@@](=O)(OS)O1
Multiplicity   1
Total charge   0
LUMO   0.10 eV

Atoms and positions in Å:
O 0.913249 -0.862803 0.495663
O -1.284711 -0.874825 1.480766
O 1.573323 1.630758 0.362653
O -0.750761 0.428687 -0.674042
S 1.687174 0.409436 -0.375790
S -2.359328 0.285176 -1.013043
S -0.338866 0.017489 0.960216
H 3.048113 -0.016994 -0.025071
H -2.488197 -1.016926 -1.211349

Cartesian forces (eV/Å) of the 3 atoms listed first:
1.1664 0.5804 -0.5655
-1.7736 -1.9217 0.5125
-0.0851 1.4557 0.6902

Results of the Löwdin charge analysis, in e, for atoms 1 through 4: -0.553, -0.384, -0.523, -0.911

***

Calculated orbital gap in order - 7.21; 9.94; 9.52 eV